12 unconnected molecules or ions with the total composition C48H72O24 at a distorted geometry, computed with ωB97M-V/def2-TZVPD.

The HOMO energy is -9.7 eV. As for the SMILES: O=C1CCCO1.O=C1CCCO1.O=C1CCCO1.O=C1CCCO1.O=C1CCCO1.O=C1CCCO1.O=C1CCCO1.O=C1CCCO1.O=C1CCCO1.O=C1CCCO1.O=C1CCCO1.O=C1CCCO1. For the LUMO energy, the calculation gives 0.1 eV. The maximum force comes out at 0.110 Eh/bohr. The value obtained for the energy above the lowest of the compared OMol25 structures with the same formula, charge and spin is 170.11 kcal/mol.

Each line ends with the Mulliken charge.
Geometry (Å):
O1 -25.9084 -6.9878 18.5312  -0.2072
C1 -25.6977 -8.1580 18.2902  0.3317
O2 -35.1573 -0.2266 20.0466  -0.3783
H1 -24.0382 -8.5069 16.9208  0.3632
H2 -31.1066 -4.1625 23.4772  0.0408
C2 -29.5679 -0.3977 24.9249  -0.2675
C3 -29.4496 -6.7380 21.0237  0.4511
H3 -23.2000 -0.7526 22.0160  0.2368
C4 -25.3495 -6.3446 21.8019  0.8013
H4 -26.6988 -11.0922 18.5312  0.3135
C5 -26.2828 -10.4003 17.7989  -0.5421
H5 -33.1953 0.0406 22.6592  0.3572
H6 -25.3148 -0.7245 16.7885  0.4403
C6 -30.5307 -1.9714 15.2156  0.8041
O3 -28.6332 -6.5380 21.9675  -0.6950
H7 -30.6365 -5.9593 18.7407  0.0077
H8 -28.4029 -6.3308 19.1683  -0.6006
C7 -29.5490 -2.7280 19.3681  0.3186
C8 -28.9521 -2.3322 20.6920  0.1223
C9 -34.7870 0.5242 21.2160  -0.6266
C10 -30.5060 -7.0151 18.9780  -0.4466
H9 -24.8540 -0.9639 22.1933  -0.1691
O4 -29.9760 -1.0320 15.8476  -0.6424
H10 -32.3245 -6.6715 19.9212  0.4616
C11 -24.8526 -5.0998 22.6616  -0.3327
C12 -24.7656 -10.3147 17.8486  -0.6906
H11 -31.9702 -6.3196 25.6847  0.2446
H12 -30.6315 -7.7080 18.1460  0.4408
C13 -28.1202 0.4445 23.2427  0.6800
H13 -26.9427 -1.3839 16.5448  -0.1691
H14 -23.4366 -6.0811 17.7276  0.1565
H15 -33.7499 -5.5433 23.3155  0.3538
H16 -24.5202 -10.7267 18.8274  0.2420
H17 -31.5430 -8.3172 20.2027  0.2765
H18 -33.4104 1.6980 15.6013  0.3340
H19 -26.9512 -2.3070 20.7795  -0.1994
C14 -29.0886 -7.1005 19.5226  0.7103
O5 -26.7753 -0.8344 13.8096  -0.3520
C15 -34.3699 -1.3750 19.9557  0.5687
H20 -23.6238 -4.2598 21.0348  -0.3343
H21 -26.1454 -2.5103 13.0916  0.3126
C16 -32.8541 -4.5350 25.8635  0.3078
H22 -27.5295 -3.5773 21.6562  0.5769
C17 -23.9656 -0.7626 22.7918  0.3057
C18 -33.3294 -1.4662 21.1193  0.0907
O6 -30.9205 -1.8435 13.9342  -0.4147
H23 -26.6665 -10.6489 16.8094  0.2624
H24 -24.3107 -5.7651 16.1501  0.2504
H25 -25.4262 0.6979 25.0387  -0.0666
O7 -32.8854 -4.4034 27.0452  -0.5912
C19 -32.7940 0.1352 17.0375  0.0396
C20 -29.3616 1.0812 25.1226  -0.5301
C21 -32.8491 -5.8439 25.2495  -0.5063
H26 -32.6258 0.3811 20.8988  0.3063
H27 -24.6462 -2.4186 15.0040  0.1507
O8 -27.3648 0.3748 22.2799  -0.6555
C22 -26.3179 -0.1871 14.9540  0.2778
H28 -34.7558 1.1732 16.7159  0.2346
H29 -21.6955 -4.0022 18.3373  0.3137
H30 -32.2099 -0.1004 19.1026  -1.2702
C23 -24.0402 -6.9609 21.4763  0.3205
H31 -34.8010 1.6111 21.1358  0.3935
O9 -33.6221 3.5832 17.6537  -0.6138
C24 -31.4225 -7.2347 20.1605  -0.6696
H32 -29.7309 1.8056 23.1618  0.2577
H33 -24.0341 1.4540 22.7620  0.3982
H34 -27.2736 -4.7211 19.2933  -1.7091
C25 -26.0037 -1.1351 16.0503  0.2440
H35 -32.0306 -6.1219 23.2059  -0.0247
C26 -23.5019 -4.8196 21.9621  0.3423
O10 -23.9843 -1.5320 26.1243  -0.6538
H36 -28.6974 -8.1150 19.4469  0.1997
H37 -22.6194 0.6551 23.3841  0.3204
H38 -33.8971 -2.1103 21.7907  0.1571
O11 -26.7310 -9.1176 18.1901  -0.2901
H39 -30.4787 -0.7309 24.4274  0.1280
H40 -32.3282 -4.7292 14.4843  0.3880
C27 -23.7980 -5.3411 17.0135  -0.1430
H41 -21.8064 -5.3243 16.1093  0.4273
H42 -33.3982 -0.7446 17.2588  0.2933
H43 -32.6526 -3.4968 22.9872  -0.3880
O12 -23.7598 -2.4398 18.8798  -0.6306
C28 -33.6882 1.3597 16.5996  -0.4990
C29 -33.2652 2.4344 17.6116  0.3978
H44 -32.2122 -0.0725 16.1395  -0.3200
O13 -28.5238 -3.0744 18.4870  -0.4484
C30 -23.4910 -3.3146 18.0827  0.4268
C31 -32.7481 -5.5016 23.7430  -0.0922
H45 -28.7064 -1.2704 20.6792  0.1016
O14 -30.7011 -2.5062 18.9614  -0.2913
O15 -34.6220 -2.2953 19.1444  -0.6729
C32 -32.1214 -3.6826 14.7077  -0.7444
H46 -25.9084 -7.0055 22.4644  0.3236
C33 -24.3772 0.5582 24.7778  -0.0555
H47 -21.6925 -2.7342 16.9263  0.3318
H48 -35.4914 0.1746 21.9708  0.3511
H49 -32.2756 -1.6916 20.9555  -0.0571
H50 -30.3291 1.3717 25.5320  0.3491
C34 -25.7155 -2.3940 15.2143  -0.1174
H51 -29.4742 -1.0378 25.8021  0.3003
O16 -32.4109 1.9028 18.5005  -0.4388
C35 -31.9767 0.5446 18.2555  1.3097
C36 -31.5787 -3.0325 13.4684  -0.4955
C37 -27.6924 -3.1011 20.6893  -0.0228
C38 -26.6778 -2.2042 13.9922  -0.4137
O17 -32.4204 -3.5644 25.0297  -0.3325
C39 -28.8901 1.6222 23.8308  -0.4705
H52 -33.0982 -3.2814 14.9780  0.2609
H53 -24.3091 -10.6737 16.9262  0.3664
H54 -28.5711 1.2473 25.8546  0.2840
H55 -25.4800 -4.2093 22.6224  0.0594
C40 -32.1636 -4.1159 23.7393  0.7546
O18 -23.9316 -7.9904 20.8624  -0.6074
C41 -22.1544 -3.5734 17.4464  -0.6361
C42 -30.9876 -3.3482 15.6772  0.2183
H56 -25.8796 -3.3147 15.7742  0.1393
H57 -31.1247 -3.8037 12.8462  0.2772
C43 -24.0873 -0.9257 25.0254  0.4356
C44 -33.3915 0.0234 21.5871  -0.4817
H58 -27.6656 -2.6642 14.0165  0.1568
O19 -28.6255 -0.6970 23.8839  -0.3527
O20 -23.0413 -6.1618 21.8040  -0.4202
H59 -32.4125 -2.5560 12.9528  0.3682
H60 -24.6342 -5.3445 23.7011  0.3620
H61 -30.9200 0.5865 17.9913  0.3163
H62 -33.6864 -6.4789 25.5389  0.3570
H63 -28.2118 2.4467 24.0505  0.2993
H64 -25.9983 -6.0046 20.9947  -0.7094
H65 -23.9020 1.1923 25.5263  0.2990
C45 -24.2832 -8.8474 17.9268  -0.4352
H66 -23.4863 -8.7436 18.6632  0.3481
H67 -22.8637 -4.1544 15.4194  0.3058
H68 -29.5686 -2.5754 21.5573  -0.1231
C46 -23.7080 0.6640 23.4385  -0.7083
H69 -31.5224 -3.2822 16.6246  -0.1841
O21 -26.1465 1.0162 14.8981  -0.6235
C47 -27.4316 -3.6438 19.2432  1.9088
O22 -23.8194 -1.5853 23.8647  -0.3521
C48 -22.5716 -4.5942 16.3729  -0.7691
O23 -24.4049 -4.1793 17.5748  -0.0847
O24 -30.7505 -6.7213 21.2616  -0.2116
H70 -30.1787 -4.0730 15.7692  0.2168
H71 -22.7241 -4.3453 22.5606  0.2254
H72 -26.5733 -3.1559 18.7812  -0.2256